Entry from OMol25: a 7-piece molecular cluster, C49H102NO7PS overall (ωB97M-V with the def2-TZVPD basis set).

```
161
Properties=species:S:1:pos:R:3:forces:R:3
C 4.698644 -1.947786 2.286856 -0.20 -0.21 0.23
C 4.009288 -3.272043 1.544152 0.04 0.82 -0.04
C 2.383721 -3.056641 1.511186 -0.13 0.38 -0.17
C 1.566811 -4.114314 0.551487 0.03 0.03 0.43
C 0.328911 -3.321440 -0.245417 0.42 -1.80 0.61
C -0.985182 -3.343473 0.750111 -0.19 -0.95 -0.53
C -2.135407 -2.231990 0.387246 -0.11 -0.21 -0.76
C -2.292150 -1.038185 1.548125 0.82 -0.73 -0.36
C -3.050745 -1.808599 2.780195 -0.13 0.15 1.62
C -2.506088 -1.425806 4.280252 1.56 0.23 4.38
C -2.222984 0.102620 4.837365 0.44 -2.72 1.86
C -1.640703 0.459341 6.327918 -0.79 -3.95 -1.29
C -1.334928 -0.748778 7.396204 -1.44 -0.15 -3.57
C -0.753343 -0.377666 8.907649 0.51 -1.05 -1.04
C -1.637280 -2.313086 6.891353 -0.60 3.22 -2.19
C -2.210113 -2.657746 5.358277 0.85 3.80 1.63
C -0.735280 -0.550399 1.705354 3.21 0.05 2.98
O 0.186585 -0.745376 2.651279 -5.45 0.84 -6.21
N -0.570441 0.288118 0.420408 -0.50 0.07 2.23
C -1.664623 1.360895 0.600839 -1.31 -0.44 -1.77
C -2.212623 2.153483 -0.725546 0.50 -0.85 -0.91
C -1.142677 3.190740 -1.408994 -0.41 0.30 0.12
C -1.199099 4.726444 -0.837924 2.79 0.74 -0.59
S -2.910549 5.483109 -0.754442 -0.08 0.08 0.10
P -0.999117 2.404585 2.054931 -0.75 -0.23 1.48
C 0.844785 2.862925 1.862368 1.70 -0.31 -0.31
C -2.066781 3.946036 2.417001 -0.37 1.32 0.67
C -2.958805 0.355145 0.933958 -0.32 -1.11 -0.29
C -4.278407 0.996605 1.665604 -0.26 -0.35 -0.86
H 5.778625 -1.710573 1.883998 -2.18 -0.55 0.70
H 4.797524 -2.085704 3.456182 -0.33 0.21 -2.40
H 3.991486 -1.023657 2.087957 1.55 -1.79 0.41
H 4.356136 -4.292162 2.038492 -0.77 2.24 -1.07
H 4.387299 -3.239270 0.427006 -0.78 -0.30 2.14
H 2.199789 -1.963999 1.077507 0.40 -2.26 0.91
H 1.892372 -3.042822 2.594860 1.23 -0.05 -2.26
H 1.128359 -4.968978 1.257721 0.73 1.78 -1.65
H 2.291634 -4.675630 -0.203543 -1.44 1.41 1.46
H 0.099638 -4.013189 -1.190871 0.31 1.93 1.81
H 0.694601 -2.250724 -0.546158 -0.86 -2.03 0.51
H -1.492934 -4.411151 0.585946 1.19 2.24 0.43
H -0.615696 -3.334050 1.860492 -0.81 0.34 -2.01
H -3.162930 -2.809241 0.230958 1.99 1.43 0.56
H -1.854825 -1.788500 -0.673248 -0.61 -0.63 2.28
H -4.225910 -1.598744 2.794178 2.61 -0.25 -0.33
H -2.964357 -2.994814 2.685230 0.07 2.71 0.10
H -2.460537 0.982694 4.103001 0.72 -1.85 1.61
H -1.449466 1.606537 6.587113 -0.46 -2.88 -0.53
H -1.401836 -0.918381 9.719883 1.14 1.32 -1.54
H 0.331482 -0.846029 8.983071 -2.19 0.97 -0.14
H -0.633968 0.781333 9.084547 -0.58 -2.44 -0.46
H -1.432132 -3.159782 7.683783 -0.52 1.75 -1.94
H -2.397308 -3.802490 5.110218 0.42 2.73 0.43
H 0.391485 0.645611 0.230640 -1.07 -0.32 0.75
H -3.248864 2.630805 -0.435960 2.23 -0.64 -0.57
H -2.462653 1.337308 -1.559515 0.56 1.63 1.82
H -1.308781 3.245377 -2.582633 0.35 -0.27 2.54
H -0.042854 2.789704 -1.178531 -2.37 0.96 -0.67
H -0.579283 5.390219 -1.612662 -1.23 -1.49 1.72
H -0.587143 4.768874 0.166522 -1.55 0.00 -1.83
H -2.861688 6.867920 -0.456273 0.87 -1.66 -0.31
H 1.465025 2.134288 2.575407 -1.56 1.47 -1.53
H 1.283874 2.666308 0.773911 -0.89 0.80 2.23
H 1.090068 3.951720 2.245346 -0.70 -2.09 -1.05
H -2.175202 4.007917 3.603948 0.24 -0.26 -2.58
H -1.591256 4.969757 2.091545 -1.05 -1.95 0.43
H -3.148464 3.850364 1.975561 2.17 0.19 0.71
H -3.349986 -0.033483 -0.114983 0.84 1.14 1.98
H -5.094423 0.135049 1.795908 1.89 1.92 -0.11
H -4.764823 1.745105 0.872925 1.09 -1.41 1.95
H -4.069792 1.530244 2.688835 -0.41 -1.09 -2.06
C -1.750850 -8.426953 7.650060 0.20 0.08 0.14
C -1.978377 -8.243232 6.160144 -0.03 0.15 0.03
O -1.642959 -6.939523 5.690820 -0.08 0.03 -0.02
C -0.284762 -6.537185 5.847447 -0.02 0.03 -0.13
C 0.697629 -7.419457 5.096504 0.01 -0.24 0.05
H -2.265679 -7.645864 8.219286 -0.01 -0.12 -0.11
H -2.120708 -9.403766 7.975693 0.02 0.11 -0.05
H -0.688829 -8.369300 7.904341 -0.07 -0.08 0.00
H -3.042923 -8.383679 5.948800 0.14 0.22 -0.11
H -1.444734 -9.004021 5.581295 0.07 -0.02 0.06
H -0.026555 -6.470611 6.909919 0.04 -0.08 0.00
H -0.215086 -5.519272 5.449009 -0.24 -0.12 0.05
H 0.721296 -8.432380 5.508041 0.08 0.07 -0.01
H 1.709285 -7.007736 5.163845 -0.13 -0.02 -0.02
H 0.416905 -7.499964 4.042341 0.04 0.09 0.09
C 1.486798 -0.985080 -3.585653 0.23 0.09 -0.06
C 0.781165 -2.223208 -4.109574 0.00 0.05 -0.07
O 0.920053 -2.403411 -5.516934 -0.08 0.03 -0.07
C 2.246967 -2.573306 -6.008406 -0.10 -0.09 -0.02
C 2.946232 -3.800535 -5.449523 0.03 -0.03 0.24
H 1.171788 -0.095806 -4.141643 -0.05 -0.11 0.08
H 1.262224 -0.837012 -2.525163 -0.02 -0.03 -0.10
H 2.572299 -1.067078 -3.689750 -0.06 0.00 0.09
H -0.291123 -2.123618 -3.914808 0.09 -0.08 -0.22
H 1.110421 -3.121614 -3.577506 0.07 0.04 0.04
H 2.837100 -1.666847 -5.835131 0.04 -0.03 0.08
H 2.163335 -2.683566 -7.094961 -0.22 0.09 0.18
H 3.122246 -3.705936 -4.374346 0.06 -0.01 -0.08
H 3.916347 -3.941825 -5.935744 -0.12 0.02 0.03
H 2.337802 -4.696195 -5.604943 0.06 0.10 -0.06
C -2.841245 -1.307667 -5.055133 -0.16 0.19 -0.04
C -3.177365 -2.783495 -4.935433 0.02 0.04 0.12
O -4.045610 -3.081675 -3.844715 -0.02 -0.02 0.09
C -5.333999 -2.473089 -3.872755 0.05 -0.15 0.01
C -6.167719 -2.877656 -5.076353 0.08 0.04 -0.23
H -2.450025 -0.921885 -4.107881 0.02 -0.08 -0.08
H -2.093498 -1.148117 -5.837702 -0.04 -0.06 0.11
H -3.723779 -0.714021 -5.309277 0.08 -0.02 -0.04
H -2.252186 -3.339592 -4.755292 -0.22 -0.06 0.13
H -3.594954 -3.171593 -5.870120 -0.02 0.08 -0.04
H -5.243178 -1.383809 -3.800864 -0.01 0.02 -0.10
H -5.851014 -2.799857 -2.964090 0.29 -0.05 -0.05
H -5.731225 -2.507437 -6.008204 -0.09 0.02 0.05
H -7.179215 -2.468018 -4.995299 0.12 -0.05 0.01
H -6.231336 -3.966927 -5.153739 -0.02 0.11 0.08
C 7.719235 -5.880231 -0.335092 0.03 -0.25 0.03
C 7.665774 -4.791689 0.722070 -0.14 -0.06 0.05
O 6.905607 -5.153928 1.872441 -0.02 0.01 0.01
C 7.369475 -6.280150 2.612412 -0.01 0.13 0.04
C 8.764003 -6.094464 3.185322 0.19 0.05 -0.14
H 6.709731 -6.209351 -0.602949 0.11 0.12 0.01
H 8.222428 -5.514645 -1.235170 -0.06 -0.02 0.10
H 8.265009 -6.758746 0.020175 0.02 0.07 -0.08
H 7.177417 -3.911174 0.293289 -0.09 -0.08 0.26
H 8.671858 -4.475427 1.016033 0.05 -0.07 -0.02
H 7.308332 -7.188515 2.003246 0.09 0.00 -0.02
H 6.666789 -6.417158 3.441397 -0.05 0.19 -0.23
H 9.516127 -6.028392 2.394196 -0.01 -0.07 0.08
H 9.028457 -6.939763 3.827997 -0.05 0.10 -0.07
H 8.821536 -5.172219 3.770728 -0.06 -0.12 -0.01
C 0.391509 8.015525 -3.431071 0.10 -0.04 -0.22
C 1.218311 8.226266 -2.175141 0.04 -0.14 -0.02
O 2.262880 7.269281 -2.015514 -0.06 -0.05 0.06
C 3.256262 7.235878 -3.036878 0.05 0.02 0.10
C 4.023553 8.539362 -3.176904 -0.12 0.21 -0.04
H 0.012124 6.989301 -3.476866 -0.01 0.12 0.06
H -0.456045 8.707073 -3.451336 0.08 -0.08 0.03
H 0.983489 8.184869 -4.334816 -0.09 0.05 0.04
H 0.564787 8.119060 -1.303897 0.24 -0.13 0.02
H 1.624626 9.242084 -2.134352 -0.01 0.02 -0.08
H 2.812405 6.932085 -3.991157 -0.01 0.09 -0.03
H 3.960411 6.444344 -2.758664 -0.27 0.05 0.14
H 3.377034 9.348596 -3.527745 0.09 -0.05 -0.04
H 4.839085 8.426835 -3.897834 -0.10 -0.01 0.10
H 4.441348 8.847102 -2.213944 0.00 -0.10 -0.09
C -3.826910 9.056701 -4.205099 -0.17 0.14 0.12
C -2.892759 9.514134 -5.311213 -0.16 0.00 -0.09
O -3.534510 10.312570 -6.302718 0.01 -0.02 -0.04
C -4.109458 11.538380 -5.857820 0.09 -0.02 -0.09
C -3.095446 12.502076 -5.265805 0.14 -0.06 0.18
H -4.705747 8.555078 -4.623651 0.17 0.01 0.03
H -3.312178 8.364914 -3.531692 -0.05 0.03 -0.09
H -4.186109 9.899791 -3.608402 0.06 -0.07 0.02
H -2.504425 8.631442 -5.828614 -0.09 0.21 -0.15
H -2.024124 10.041098 -4.903261 -0.02 0.05 0.08
H -4.928254 11.343570 -5.156699 0.06 0.02 0.07
H -4.562628 12.005900 -6.738624 0.11 -0.28 0.01
H -2.667372 12.112450 -4.337969 -0.06 0.09 -0.02
H -3.568757 13.462089 -5.038101 0.05 -0.12 -0.05
H -2.269545 12.670342 -5.963029 -0.13 0.01 0.02
```
Forces are in eV/Å.

Results
- Structure (SMILES): CCCCCCC[C@@]1(Cc2ccc(C)cc2)C(=O)N[C@](CCCS)(P(C)C)[C@@H]1C.CCOCC.CCOCC.CCOCC.CCOCC.CCOCC.CCOCC
- Charge: 0
- Gap between HOMO and LUMO: 0.2884 Ha